# 1
{
  "formula": "C9H9O2S",
  "method": "the ωB97M-V functional and the def2-TZVPD basis",
  "lumo_ev": -6.82,
  "e_tot_ev": -24398.2702,
  "homo_energy_ev": -12.612,
  "spin_multiplicity": 1,
  "e_above_lowest_kj_mol": 60.43,
  "charge": 1,
  "orbital_gap_ev": 5.79,
  "elements": ["C", "C", "C", "C", "C", "C", "C", "C", "C", "O", "O", "S", "H", "H", "H", "H", "H", "H", "H", "H", "H"],
  "positions_angstrom": [[-2.833, -1.344, 0.875], [-1.504, -1.202, 0.351], [-3.655, -0.304, 0.541], [-1.313, -0.035, -0.249], [1.683, -1.089, -0.553], [2.572, -0.209, 0.307], [2.358, 1.166, -0.171], [0.958, 1.481, -0.005], [0.089, 0.460, -0.940], [3.274, -0.630, 1.161], [0.739, -0.698, -1.258], [-2.810, 0.930, -0.300], [-3.101, -2.178, 1.456], [-0.734, -1.948, 0.434], [-4.772, -0.229, 0.861], [2.224, -2.105, -0.779], [3.013, 1.796, 0.384], [2.733, 1.158, -1.182], [0.762, 1.398, 1.110], [0.650, 2.463, -0.238], [-0.333, 1.121, -1.807]],
  "mulliken_charge": [-0.535, -0.525, -0.325, 0.172, 0.171, 0.423, -0.801, -0.596, 0.186, -0.402, -0.143, -0.095, 0.429, 0.381, 0.340, 0.375, 0.365, 0.368, 0.319, 0.494, 0.400]
}

---

# 2
{
  "formula": "C21H24N3O7OsS",
  "method": "the ωB97M-V functional and the def2-TZVPD basis",
  "lumo_ev": [2.30, 2.30],
  "e_tot_ev": -54265.2512,
  "homo_energy_ev": [-1.956, -1.921],
  "spin_multiplicity": 1,
  "charge": -1,
  "orbital_gap_ev": [4.26, 4.22],
  "elements": ["Os", "O", "C", "C", "C", "C", "C", "C", "C", "O", "N", "O", "O", "H", "H", "H", "H", "C", "S", "C", "O", "H", "H", "H", "H", "H", "H", "C", "N", "C", "C", "C", "O", "H", "H", "H", "H", "H", "H", "H", "H", "H", "O", "C", "N", "C", "C", "C", "C", "C", "C", "C", "H", "H", "H", "H", "H"],
  "positions_angstrom": [[-0.283, 0.706, 0.597], [0.678, -1.158, 1.891], [0.359, -2.364, 1.497], [0.018, -2.771, 0.204], [-0.361, -4.111, -0.001], [-0.820, -4.566, -1.231], [-0.899, -3.668, -2.309], [-0.493, -2.369, -2.156], [-0.022, -1.853, -0.921], [0.364, -0.628, -0.857], [-1.213, -5.899, -1.389], [-0.985, -6.699, -0.464], [-1.787, -6.241, -2.441], [0.398, -3.134, 2.275], [-0.326, -4.792, 0.834], [-1.275, -4.028, -3.253], [-0.542, -1.689, -2.997], [3.013, -1.176, 3.213], [2.699, -0.777, 1.460], [4.537, -0.596, 1.118], [2.516, 0.795, 1.585], [3.754, -0.480, 3.584], [3.365, -2.201, 3.273], [2.076, -1.073, 3.748], [5.009, -1.552, 1.317], [4.998, 0.178, 1.720], [4.636, -0.359, 0.066], [-4.036, 0.461, -3.611], [-3.657, -0.011, -2.302], [-4.503, -1.014, -1.697], [-2.589, 0.468, -1.628], [-1.747, 1.509, -2.326], [-2.341, 0.078, -0.492], [-4.801, -0.195, -4.020], [-3.183, 0.458, -4.287], [-4.439, 1.478, -3.568], [-5.497, -0.611, -1.487], [-4.040, -1.325, -0.765], [-4.596, -1.883, -2.354], [-2.295, 2.447, -2.410], [-1.448, 1.186, -3.321], [-0.844, 1.665, -1.718], [-2.199, 3.108, 3.627], [-1.713, 2.490, 2.746], [-1.281, 1.888, 1.829], [1.453, 1.572, 1.051], [1.758, 2.950, 1.102], [2.982, 3.474, 1.604], [3.184, 4.827, 1.737], [2.187, 5.735, 1.394], [1.002, 5.251, 0.845], [0.797, 3.906, 0.673], [3.757, 2.777, 1.893], [4.128, 5.188, 2.126], [2.334, 6.795, 1.539], [0.224, 5.948, 0.561], [-0.125, 3.551, 0.225]],
  "mulliken_charge": [0.358, -0.579, -0.945, 1.266, -0.739, -0.284, -0.775, -0.312, 0.433, -0.831, 0.971, -0.648, -0.657, 0.216, 0.462, 0.436, 0.464, -1.151, 0.673, -1.299, -0.075, 0.411, 0.375, 0.364, 0.413, 0.356, 0.386, -1.004, 0.285, -1.119, 0.891, -1.106, -0.723, 0.347, 0.340, 0.301, 0.338, 0.291, 0.396, 0.416, 0.381, -0.010, -0.683, 0.642, -0.334, -0.151, 0.948, -0.367, -0.604, -0.433, -0.784, -0.175, 0.319, 0.372, 0.362, 0.366, 0.213]
}

---

# 3
{
  "formula": "C5H12O2",
  "method": "the ωB97M-V functional and the def2-TZVPD basis",
  "lumo_ev": 0.87,
  "e_tot_ev": -9470.2170,
  "homo_energy_ev": -7.835,
  "spin_multiplicity": 1,
  "e_above_lowest_kj_mol": 474.58,
  "orbital_gap_ev": 8.70,
  "elements": ["C", "O", "C", "C", "C", "C", "O", "H", "H", "H", "H", "H", "H", "H", "H", "H", "H", "H", "H"],
  "positions_angstrom": [[-1.322, -0.442, 1.587], [-0.089, -0.310, 0.916], [-0.149, 0.416, -0.316], [-0.684, 1.835, -0.120], [1.245, 0.416, -0.902], [1.667, -1.740, -0.891], [0.445, -2.291, -0.917], [-1.662, 0.504, 2.028], [-1.165, -1.164, 2.392], [-2.110, -0.819, 0.915], [-0.823, -0.128, -1.001], [-0.076, 2.371, 0.616], [-1.726, 1.842, 0.215], [-0.641, 2.383, -1.067], [1.990, 0.803, -0.202], [1.264, 1.004, -1.828], [1.760, -0.682, -1.515], [2.015, -1.566, 0.135], [0.005, -2.130, -0.062]],
  "mulliken_charge": [-0.814, -0.424, 0.721, -1.567, -1.139, -0.465, -0.374, 0.294, 0.280, 0.350, 0.300, 0.349, 0.405, 0.431, 0.382, 0.429, 0.315, 0.195, 0.332]
}